Entry from the Open Molecules 2025 dataset: one molecule with the formula C4H10OSi at a distorted geometry (the ωB97M-V functional and the def2-TZVPD basis).

Structure (ORCA input):
```
! wB97M-V def2-TZVPD RIJCOSX def2/J DEFGRID3
* xyz 0 1
C -0.018 2.108 0.051
C 0.189 1.316 1.260
O 0.108 1.766 2.378
Si 0.207 -0.625 0.911
C -1.547 -0.941 0.308
C 1.478 -0.728 -0.476
H 0.750 2.037 -0.772
H -1.027 2.117 -0.348
H 0.004 3.159 0.168
H 0.508 -1.639 2.130
H -1.821 -0.610 -0.619
H -1.740 -1.901 0.164
H -2.364 -0.677 1.022
H 1.052 -0.007 -1.357
H 2.462 -0.504 -0.132
H 1.608 -1.718 -0.797
*
```

molar mass = 102.2 u
maximum force = 4.866 eV/A
ΔE to the lowest compared entry with this formula, charge and spin = 179.9 kJ/mol
SMILES string = CC(=O)[SiH](C)C
orbital gap = 9.7 eV
highest occupied orbital energy = -8.779 eV
electronic energy = -523.080882 Ha

---

Entry from the Open Molecules 2025 dataset: C48H55Br2GeIN6OPSn as an isolated structure (the ωB97M-V functional and the def2-TZVPD basis).

Structure (ORCA input):
```
! wB97M-V def2-TZVPD RIJCOSX def2/J DEFGRID3
* xyz 2 2
Sn -0.090 0.666 -0.625
C 3.056 1.678 -2.215
C 2.970 1.835 -0.732
C 3.903 2.665 -0.067
C 3.813 2.865 1.277
C 2.836 2.173 2.031
C 2.605 2.334 3.421
Br 3.675 3.503 4.431
C 1.583 1.667 4.035
C 0.798 0.739 3.319
Br -0.681 -0.012 4.190
C 1.074 0.457 2.004
O 0.444 -0.520 1.264
C 2.023 1.271 1.332
N 2.055 1.174 -0.037
H 2.953 2.648 -2.705
H 2.304 0.993 -2.597
H 4.047 1.294 -2.470
H 4.663 3.162 -0.653
H 4.491 3.541 1.781
H 1.368 1.837 5.080
I -0.947 3.598 1.172
C -2.349 2.086 1.573
C -3.309 2.279 2.552
C -4.199 1.243 2.784
C -4.095 0.071 2.046
C -3.104 -0.018 1.089
N -2.251 0.985 0.853
H -3.355 3.203 3.110
H -4.966 1.351 3.539
H -4.773 -0.756 2.206
H -2.980 -0.910 0.483
N 0.077 0.125 -2.478
P -0.838 0.227 -3.791
N -1.211 1.807 -4.083
C -0.927 2.896 -3.137
C -1.183 4.258 -3.792
C -0.833 4.196 -5.274
C -1.808 3.259 -5.995
C -2.261 2.125 -5.065
N 0.027 -0.367 -5.051
C 0.600 -1.720 -4.918
C 0.931 -2.266 -6.298
C 2.026 -1.417 -6.969
C 2.050 0.007 -6.401
C 0.646 0.494 -6.084
N -2.237 -0.642 -3.753
C -3.224 -0.298 -2.719
C -4.089 -1.498 -2.364
C -4.853 -2.026 -3.594
C -4.174 -1.596 -4.898
C -2.661 -1.638 -4.754
H 0.122 2.829 -2.840
H -1.545 2.797 -2.230
H -0.588 5.011 -3.275
H -2.229 4.548 -3.670
H 0.192 3.829 -5.379
H -0.858 5.187 -5.723
H -1.347 2.856 -6.898
H -2.692 3.813 -6.313
H -2.496 1.227 -5.636
H -3.174 2.408 -4.531
H -0.124 -2.356 -4.403
H 1.500 -1.688 -4.292
H 0.020 -2.259 -6.901
H 1.242 -3.307 -6.212
H 1.847 -1.377 -8.044
H 3.003 -1.881 -6.834
H 2.509 0.693 -7.113
H 2.654 0.050 -5.490
H 0.032 0.470 -6.992
H 0.657 1.522 -5.727
H -3.857 0.532 -3.054
H -2.694 0.057 -1.827
H -4.788 -1.207 -1.578
H -3.449 -2.277 -1.947
H -5.884 -1.672 -3.583
H -4.897 -3.115 -3.550
H -4.472 -0.579 -5.167
H -4.481 -2.241 -5.721
H -2.167 -1.419 -5.699
H -2.354 -2.647 -4.452
C 5.273 -1.310 -1.038
C 4.279 -2.071 -1.632
C 3.124 -2.382 -0.924
C 2.953 -1.931 0.384
C 3.973 -1.179 0.978
C 5.124 -0.868 0.272
Ge 1.308 -2.306 1.314
C 0.050 -3.366 0.309
C -0.294 -3.044 -1.007
C -1.171 -3.844 -1.724
C -1.691 -4.996 -1.152
C -1.328 -5.350 0.138
C -0.463 -4.541 0.863
C 1.435 -2.782 3.166
C 0.307 -3.238 3.854
C 0.407 -3.650 5.172
C 1.633 -3.603 5.821
C 2.762 -3.156 5.151
C 2.666 -2.758 3.825
H 6.178 -1.078 -1.586
H 4.407 -2.437 -2.642
H 2.360 -2.986 -1.399
H 3.880 -0.839 2.002
H 5.913 -0.299 0.747
H 0.143 -2.189 -1.515
H -1.430 -3.578 -2.742
H -2.363 -5.629 -1.718
H -1.713 -6.258 0.581
H -0.183 -4.841 1.864
H -0.659 -3.261 3.364
H -0.470 -4.006 5.697
H 1.710 -3.925 6.851
H 3.719 -3.135 5.655
H 3.561 -2.449 3.302
*
```

molar mass = 1241.0 u
maximum force = 0.495 eV/A
ΔE to the lowest compared entry with this formula, charge and spin = 0.0 kJ/mol
orbital gap (spin up / spin down) = 7.2 / 6.3 eV
highest occupied orbital energy (spin up / spin down) = -12.597 / -13.208 eV
electronic energy = -10343.768242 Ha

---

Entry from the Open Molecules 2025 dataset: one molecule with the formula C4H3N7S2 at a distorted geometry (the ωB97M-V functional and the def2-TZVPD basis).

Structure (ORCA input):
```
! wB97M-V def2-TZVPD RIJCOSX def2/J DEFGRID3
* xyz 0 1
C -4.368 0.320 -0.207
N -3.432 1.274 0.361
N -2.154 0.738 0.761
C -2.211 -0.617 0.346
N -1.089 -1.448 0.449
N -0.029 -0.876 -0.263
N 1.145 -1.639 0.291
C 2.087 -0.756 -0.018
N 1.969 0.653 -0.052
N 3.049 1.331 -0.378
C 4.117 0.588 -0.141
S 3.681 -1.263 0.145
S -3.722 -1.240 -0.382
H -5.407 0.533 -0.405
H 1.185 1.383 -0.455
H 5.180 1.018 -0.053
*
```

molar mass = 213.3 u
maximum force = 8.605 eV/A
ΔE to the lowest compared entry with this formula, charge and spin = 407.4 kJ/mol
SMILES string = c1nnc(/N=N/N=c2\[nH]ncs2)s1
orbital gap = 7.7 eV
highest occupied orbital energy = -8.708 eV
electronic energy = -1333.640982 Ha